# 1
33
Properties=species:S:1:pos:R:3:forces:R:3 method="wB97M-V/def2-TZVPD" e_above_lowest_kcal_mol=19.2 homo_lumo_gap_ev=8.89 homo_energy_ha=-0.210 energy_ev=-23355.6654 max_force_ev_per_a=2.93 charge=-1
H -0.3452 -3.2104 -0.6642 0.128 0.059 0.457
C -2.1656 1.3870 -1.8515 0.060 0.306 -0.216
H 1.1536 0.8612 -3.7720 0.033 0.026 0.167
H 0.9950 -0.0339 2.1308 0.823 0.272 -0.312
H 1.0152 -2.1724 -2.2574 0.171 0.155 -0.129
O 0.9549 0.1732 -3.1322 0.042 -0.323 -0.414
O -0.0710 2.2271 3.2312 -0.312 0.871 0.407
H 2.8752 0.1748 0.2872 -0.160 0.073 0.193
O 3.1182 -0.4683 0.9767 -0.099 -0.914 -0.900
H -2.2379 -1.0395 1.8451 -0.002 -0.130 0.056
H -2.0892 -0.4613 -0.6791 0.344 1.059 -0.451
H 1.0983 0.5587 -2.2446 0.045 0.397 0.173
O 0.4751 2.6678 0.8990 0.759 0.245 -0.581
N -0.9387 1.0361 0.2233 2.005 -0.892 -1.661
H -0.7090 -3.3319 0.8360 -0.070 0.383 -0.282
O 1.2561 1.2231 -0.6046 -0.391 -0.920 -0.026
H 2.1540 -1.0861 2.4640 0.136 1.022 0.149
H -2.8791 1.8945 -1.2243 -0.885 -0.217 0.345
O 1.2324 -0.8558 2.5558 -1.569 -1.202 1.417
H -1.5444 2.2572 -2.0898 0.286 -0.499 -0.856
C 0.3652 1.6547 0.1806 -1.414 1.419 0.139
O -0.9668 -3.6225 -0.0466 -0.076 -0.657 -0.280
H 1.2843 -1.3681 -1.0179 0.045 0.212 0.034
H 0.2069 2.8094 2.4494 -0.324 -1.537 0.770
H -1.6226 1.2963 0.9048 0.134 0.850 0.109
O 1.3647 -2.2646 -1.3637 -0.240 -0.158 -0.003
H 2.4101 -1.1589 0.9024 1.068 0.971 -0.500
H 0.5972 1.5490 3.3398 0.231 0.138 -0.031
C -1.4306 0.3986 -1.0136 -0.167 -1.887 2.236
H -2.6767 0.8591 -2.6666 0.236 0.653 -0.197
H -0.5940 -0.1614 -1.4552 -0.376 0.761 -0.233
H -0.8579 -0.4838 1.4565 -0.980 -1.405 -0.359
O -1.4277 -1.3090 1.4005 0.521 0.871 0.778

---

# 2
36
Properties=species:S:1:pos:R:3:forces:R:3 method="wB97M-V/def2-TZVPD" multiplicity=2 homo_lumo_gap_ev="9.57 / 3.89" homo_energy_ha="-0.484 / -0.484" energy_ev=-24865.7456 max_force_ev_per_a=3.75 charge=+1
O -0.4467 -0.8562 -0.8617 -0.354 0.083 -0.396
O -2.1037 -0.7753 2.2437 -0.350 -0.050 -0.252
H -1.0388 -3.0234 1.4683 -0.010 -0.202 -0.068
H 2.0276 2.1942 2.7150 0.217 -0.201 0.072
O 3.5046 -1.9947 -1.5126 -1.943 -0.376 1.129
C 3.0960 -0.6893 -1.0611 0.282 -0.094 -1.556
O -1.0584 -3.2327 2.4085 -0.587 0.529 0.174
H -1.3252 -0.8553 -2.9514 0.124 -1.251 0.797
H 3.0920 -0.1826 -2.0562 0.472 0.867 1.230
H 1.4472 0.0392 -3.2862 -1.003 0.930 0.632
C 0.5054 0.2178 -2.6501 2.381 -2.013 -1.607
H 1.0397 -1.7562 2.1652 -0.270 -0.581 0.596
O -1.7445 2.3777 -2.2380 0.231 -0.582 -0.427
H -1.9989 -0.6448 3.2056 0.434 0.637 -1.033
O -0.9612 1.5485 1.4574 0.271 0.266 -0.591
H -1.1625 2.3748 1.0153 -0.568 0.289 -0.079
H 3.7658 -0.3260 -0.2622 -0.047 -0.003 -0.822
H -3.1677 1.2091 1.3610 0.352 -0.995 0.050
H 1.7128 2.0469 1.1965 0.558 -0.111 0.091
H -1.8139 2.2069 -1.2921 -0.362 -0.027 0.079
H -0.0573 1.7498 1.7332 0.242 -0.120 0.687
H 2.6452 -2.4891 -1.4697 1.447 -0.026 -0.148
H -4.0103 0.4880 0.1714 0.560 -0.670 0.359
N 1.7527 -0.6377 -0.5542 -0.732 0.741 -0.162
H 1.9596 -0.8881 3.0894 0.050 -0.383 0.119
H -0.8856 0.1846 -4.1253 0.369 -0.440 -1.013
O 1.5914 2.6061 1.9682 -0.490 0.232 -0.276
C 0.6227 -0.4834 -1.3260 -0.453 -0.605 2.447
H -1.5152 -0.2253 1.6692 -0.431 -0.328 1.533
H 1.5797 -0.6400 0.4856 0.141 -0.420 -1.043
H -1.7751 -2.6037 2.6872 1.028 -0.783 -0.371
O 1.2934 -0.8622 2.4000 0.068 0.854 -0.755
O -3.9169 1.2183 0.7730 -0.953 1.648 -0.453
H 0.3199 1.3197 -2.4802 -0.262 -0.854 -0.494
H -2.4532 1.8573 -2.6502 -0.007 0.490 0.408
N -0.5205 -0.4729 -3.4364 -0.406 3.546 1.143

---

# 3
33
Properties=species:S:1:pos:R:3:forces:R:3 method="wB97M-V/def2-TZVPD" e_above_lowest_kcal_mol=11.7 homo_lumo_gap_ev=10.32 homo_energy_ha=-0.384 smiles=CC(C)O.O.O.O.O.O.O.O energy_ev=-19848.3768 max_force_ev_per_a=0.79
O -1.8855 -2.3307 -2.1949 0.020 -0.052 -0.014
H -3.3530 2.0138 0.6754 -0.012 0.010 -0.049
H -0.2721 2.0577 3.1807 0.039 0.030 -0.044
H 1.8953 -0.2361 1.2194 0.218 -0.007 0.185
O -0.6210 2.8688 -1.4384 -0.021 0.027 0.106
O -0.9282 0.4554 0.1582 0.004 -0.127 0.049
H -1.4652 -2.5268 -1.3416 -0.026 0.087 -0.179
C 2.6275 1.3667 0.0213 0.493 0.331 -0.504
H -0.7022 0.6818 1.0751 0.092 0.128 0.101
O -0.3632 -3.0159 0.1458 -0.020 -0.117 0.100
H -4.3673 1.0246 0.1295 0.150 0.089 0.138
O -4.2712 1.7494 0.7737 -0.109 -0.030 -0.017
C 2.7039 -0.0646 0.4986 -0.216 -0.582 0.004
C 2.5100 -1.0141 -0.6732 -0.371 -0.041 -0.692
H 2.8666 2.1323 0.7580 -0.090 -0.274 0.324
H 4.5725 -0.6057 0.4942 0.059 0.056 0.034
H 3.2584 -0.8312 -1.4541 0.082 0.051 0.158
O 3.9184 -0.4030 1.1708 -0.183 0.291 0.071
H -0.1686 -2.5997 0.9921 -0.013 0.031 -0.019
H 1.5508 -0.8546 -1.1822 0.043 0.051 0.111
H -3.4735 -0.7525 -1.7307 0.054 -0.163 0.050
H 2.5510 -2.0735 -0.4217 0.056 0.071 0.313
H 3.3573 1.4978 -0.7877 -0.115 0.048 -0.018
H -0.8489 -3.8161 0.3769 0.041 -0.003 0.032
H -1.8111 -3.1360 -2.7139 0.053 0.027 -0.018
H -2.5977 -0.1817 -0.6210 -0.016 -0.033 0.104
O -3.5109 -0.4284 -0.8248 -0.135 0.145 -0.043
H -0.2360 -0.1517 -0.1293 -0.009 0.079 -0.118
H -0.5456 0.5704 3.3836 0.037 0.048 0.097
O -0.0383 1.1864 2.8429 -0.189 -0.165 -0.100
H -0.9308 2.1656 -0.8483 0.107 -0.046 -0.108
H 1.6412 1.5822 -0.3918 -0.006 0.038 -0.004
H -1.0627 3.6696 -1.1425 -0.018 0.004 -0.050

---

# 4
40
Properties=species:S:1:pos:R:3:forces:R:3 method="wB97M-V/def2-TZVPD" e_above_lowest_kcal_mol=21.5 homo_lumo_gap_ev=10.31 homo_energy_ha=-0.389 smiles="CC(=O)NC(N)=O.O.O.O.O.O.O.O.O.O" energy_ev=-29004.0994 max_force_ev_per_a=2.15
H -1.2104 -2.6696 -1.0268 0.348 -0.144 -1.160
H -3.0492 2.5901 -0.5438 -0.437 0.032 -0.116
H -1.2279 -0.7245 -1.1362 -0.351 -0.219 0.877
H -2.7974 -0.4439 2.9670 -0.140 0.585 0.008
H -0.3115 2.6680 0.2742 0.105 0.822 0.058
O -0.0773 1.2416 1.2396 -0.706 0.091 -0.594
H -3.1128 -2.9685 1.2339 -0.031 -0.244 0.129
O -2.9572 -0.2275 2.0369 0.234 -0.827 0.279
O -2.0072 -3.1284 -1.3394 -0.349 0.043 0.565
H -2.1966 3.7714 -0.3383 -0.362 0.116 -0.497
H 0.3958 2.8195 -2.3070 -0.222 -0.688 0.336
H 1.3088 -0.4085 1.6911 -0.334 -0.753 -0.652
H -1.9979 0.7117 -0.4022 -0.069 0.388 -0.257
O 2.1187 -0.5614 -2.9600 0.170 0.627 -0.460
O 0.7258 -2.0801 -1.0252 -0.112 0.659 0.154
H 2.1558 1.7860 0.4824 0.096 0.014 0.192
O 1.8725 -0.6873 3.2933 0.520 0.694 0.353
N 0.8283 -0.6786 0.8093 -0.203 0.400 -1.300
C -1.0659 0.2683 -0.7143 0.676 -1.483 -0.632
H -0.5871 0.6178 -1.6402 -0.021 1.061 0.563
H 1.5217 -1.3093 -3.0179 -0.010 -0.150 0.377
H -0.0748 4.2444 0.1441 0.108 -0.372 0.124
H -1.8143 -3.0169 0.5102 -0.224 -0.248 0.572
H -1.9720 -3.2584 -2.2883 0.394 0.110 -0.017
H 2.8294 -0.8185 3.2555 -0.054 -0.037 0.206
O 2.7888 2.1444 -0.1495 -0.541 0.203 -0.049
H 2.1958 2.7154 -0.7050 0.631 -0.189 0.371
H 2.5754 -0.6242 -2.1192 -0.029 -0.230 0.052
H 2.8346 -2.3254 1.2999 -0.546 0.223 -0.110
N 2.1685 -2.5766 0.5783 1.314 0.434 0.949
O 1.3389 2.6924 -2.2352 1.271 1.069 -0.740
H 2.4526 -3.3928 0.0695 -0.285 0.068 -0.480
C -0.1331 0.2942 0.4568 1.537 0.192 1.048
O -3.0796 3.5420 -0.6939 0.484 -0.175 0.437
O -2.1671 -2.8709 1.4032 -0.102 0.102 -0.308
O -0.3028 3.4416 -0.3408 -0.428 0.055 0.400
H 1.6953 1.8198 -2.0653 -0.859 -0.610 -0.552
C 1.2673 -1.7259 0.0267 -1.405 -1.622 0.129
H 1.7894 0.2340 3.6021 -0.121 -0.418 0.015
H -2.7212 -1.1056 1.6747 0.053 0.418 -0.272